Record 1
Entry from the OMol25 dataset: a structure of composition C36H72F2K2O29P at a distorted geometry (ωB97M-V with the def2-TZVPD basis set).

Properties
HOMO energy ... -12.151 eV
LUMO energy ... -2.79 eV
Kohn-Sham gap ... 9.4 eV
Charge ... +1

Each line ends with the Mulliken charge.
Cartesian coordinates (Å):
K -0.461 3.502 2.614  1.0548
K -2.268 2.584 -2.816  0.9988
O -0.193 1.254 1.198  0.1461
P 0.047 0.655 -0.128  -1.1340
O -0.834 0.936 -1.291  0.0509
F 0.107 -0.953 0.072  0.2249
F 1.545 0.997 -0.487  -0.2510
C -3.529 0.343 -8.251  -1.2564
C -2.229 0.577 -7.544  -0.0832
O -1.871 -0.464 -6.561  -0.3257
C -2.299 -0.292 -5.291  0.9302
O -2.956 0.622 -4.841  -0.7241
O -1.833 -1.316 -4.603  -0.3068
C -2.017 -1.456 -3.236  -0.3875
H -4.337 0.728 -7.627  0.3128
H -3.737 -0.691 -8.522  0.3016
H -3.549 0.998 -9.123  0.4011
H -2.104 1.610 -7.220  0.2393
H -1.463 0.374 -8.293  0.3274
H -2.493 -2.417 -3.042  0.3325
H -2.672 -0.716 -2.777  0.2844
H -1.071 -1.415 -2.698  -0.0998
C 0.470 -6.599 -4.738  -0.9882
C -0.759 -6.953 -3.847  -0.1699
O -0.396 -6.579 -2.487  -0.4326
C -0.407 -5.288 -2.117  0.6155
O -0.689 -4.377 -2.866  -0.3904
O -0.069 -5.230 -0.813  -0.3805
C 0.190 -3.947 -0.331  0.6100
H 0.388 -7.167 -5.665  0.3745
H 1.434 -6.758 -4.257  0.2899
H 0.346 -5.544 -4.980  0.2130
H -0.909 -8.024 -3.976  0.3204
H -1.684 -6.461 -4.145  0.2335
H -0.754 -3.428 -0.177  -0.2272
H 0.923 -3.416 -0.939  -0.1820
H 0.714 -4.003 0.623  0.0515
C 2.466 -1.544 -3.460  -1.0043
C 1.668 -0.208 -3.484  1.8073
O 1.979 0.475 -4.674  -0.4220
C 1.269 1.543 -4.983  0.6688
O 0.152 1.881 -4.564  -0.4877
O 1.896 2.170 -5.977  -0.3798
C 1.316 3.229 -6.679  -0.6584
H 2.525 -2.064 -4.415  0.4304
H 1.965 -2.229 -2.776  -0.1138
H 3.479 -1.347 -3.108  0.1728
H 1.734 0.380 -2.570  -0.2378
H 0.612 -0.456 -3.603  -0.5196
H 0.732 2.845 -7.517  0.2724
H 2.042 3.959 -7.031  0.2888
H 0.543 3.708 -6.076  0.2764
C 3.137 -1.231 1.869  -0.4422
C 3.912 -2.505 2.292  -0.3034
O 3.073 -3.636 2.463  -0.3058
C 2.373 -3.810 3.569  0.8614
O 2.165 -3.038 4.490  -0.6868
O 1.944 -5.130 3.543  -0.3351
C 1.460 -5.801 4.671  -0.7137
H 2.398 -1.371 1.079  -0.0402
H 3.883 -0.534 1.485  0.4186
H 2.594 -0.761 2.688  0.0064
H 4.513 -2.195 3.148  0.3033
H 4.639 -2.700 1.504  0.2594
H 2.009 -6.722 4.863  0.2695
H 0.419 -6.124 4.615  0.2656
H 1.385 -5.162 5.552  0.3278
C 9.450 -1.411 -0.890  -1.1590
C 8.133 -1.894 -0.262  -0.2052
O 7.122 -0.878 -0.226  -0.3191
C 6.530 -0.449 -1.327  0.7720
O 6.733 -0.860 -2.485  -0.6119
O 5.645 0.478 -0.924  -0.2641
C 4.861 1.221 -1.800  -0.2360
H 9.417 -1.039 -1.914  0.3121
H 10.225 -2.166 -0.764  0.3638
H 9.736 -0.537 -0.303  0.3180
H 8.369 -2.139 0.773  0.2818
H 7.764 -2.833 -0.676  0.3484
H 5.186 2.229 -2.058  0.3319
H 3.897 1.371 -1.312  -0.2418
H 4.656 0.747 -2.761  0.3352
C -3.924 2.061 7.191  -0.5082
C -2.437 2.088 7.654  -0.2939
O -1.719 1.034 7.065  -0.3276
C -0.950 1.227 5.954  0.7089
O -0.800 2.297 5.336  -0.5680
O -0.340 0.044 5.650  -0.3345
C 0.783 -0.119 4.704  -0.4327
H -3.853 2.001 6.103  -0.2040
H -4.417 2.968 7.535  0.3538
H -4.336 1.085 7.448  0.3307
H -2.507 1.946 8.732  0.2628
H -1.909 3.021 7.454  0.3380
H 1.190 -1.131 4.709  0.2175
H 1.545 0.656 4.630  0.3450
H 0.322 -0.169 3.716  0.1815
C -7.619 -0.043 2.739  -0.7638
C -7.144 -1.500 2.822  -0.2957
O -5.710 -1.629 2.871  -0.3552
C -5.041 -1.896 1.746  0.7669
O -5.486 -1.778 0.564  -0.6459
O -3.822 -2.368 2.081  -0.2837
C -2.839 -2.690 1.086  -0.5523
H -8.562 0.106 3.265  0.3991
H -7.864 0.338 1.747  0.2777
H -6.800 0.555 3.139  0.0327
H -7.574 -2.137 2.050  0.3182
H -7.518 -1.943 3.745  0.3671
H -2.700 -1.880 0.372  0.1537
H -3.032 -3.640 0.590  0.3799
H -1.866 -2.828 1.557  0.2471
C -3.515 1.413 1.291  -0.6137
C -3.874 1.612 2.775  0.7360
O -4.526 2.882 2.958  -0.3426
C -3.938 4.021 3.304  0.8165
O -2.757 4.149 3.604  -0.6098
O -4.802 4.999 3.222  -0.3511
C -4.365 6.293 3.513  -0.6823
H -4.376 1.742 0.704  0.5355
H -3.487 0.372 0.969  -0.1532
H -2.695 2.036 0.935  -0.0223
H -2.998 1.548 3.421  -0.1961
H -4.588 0.852 3.090  -0.0911
H -3.870 6.602 2.590  0.2991
H -3.669 6.503 4.325  0.2842
H -5.180 7.000 3.656  0.2703
C 1.717 4.943 -2.224  -1.4340
C 2.051 4.311 -0.950  1.1067
O 2.435 5.316 -0.037  -0.3532
C 2.513 5.076 1.260  0.8689
O 2.093 4.077 1.877  -0.6353
O 3.039 6.097 1.838  -0.3732
C 3.137 6.095 3.266  -0.6096
H 1.268 4.233 -2.920  0.2264
H 2.491 5.463 -2.788  0.3872
H 0.883 5.633 -2.085  0.3589
H 2.801 3.520 -0.941  -0.0369
H 1.115 3.873 -0.597  -0.2994
H 3.630 7.043 3.477  0.2408
H 3.671 5.259 3.715  0.2945
H 2.141 6.213 3.695  0.2852

Cartesian forces, eV/Å:
0.3254 -0.5370 0.3027
0.3728 -0.7405 -0.3066
-0.1684 0.2242 0.1900
-0.7402 -0.6812 0.6213
0.3473 0.1335 0.0855
0.3333 1.5032 -0.4611
-0.0907 -0.5149 -0.2196
-1.0028 0.7787 0.7674
1.2150 -1.3392 -0.9591
-1.0566 1.4190 0.6770
0.5343 -0.2275 -0.2721
0.0844 0.2828 -0.2433
0.4493 -0.0999 -1.3561
-0.8194 -0.2033 1.9553
-0.2569 -0.3273 0.0486
0.2627 0.0763 -0.0304
0.1129 -0.2403 -0.2346
-0.0742 -0.2649 0.6445
0.2778 0.2611 0.1304
0.2480 -0.1033 -0.1643
0.0181 0.3027 -0.3910
0.0579 -0.0742 -0.2678
-1.6502 0.6036 -0.2321
1.7617 0.6711 -0.5230
-0.4801 -0.5542 0.6641
-0.3991 -0.8308 -1.1039
0.3060 -0.0691 0.9758
0.0425 -0.9120 -1.1144
0.4766 1.0459 0.8083
0.2509 -0.0058 -0.0213
-0.2270 -0.2368 0.1173
0.4621 0.0333 -0.1263
-0.0747 -0.0559 1.1683
0.2058 0.2634 -0.0188
0.2978 0.3765 -0.3440
-0.5287 0.2063 -0.4739
-0.3190 -0.5681 0.1801
-0.1184 1.0254 0.4929
-1.3819 -2.4798 -0.1017
0.8598 1.5433 -0.2874
-1.8972 0.5593 -0.7627
1.6878 -0.5218 0.0808
1.2998 -0.6511 0.3806
-1.9198 0.5231 -0.1413
-0.1894 0.3904 -0.1526
0.0683 0.0820 0.1591
0.0687 -0.2204 -0.0100
0.5338 0.2025 -0.3358
-0.1060 -0.1029 0.3828
0.3651 -0.1697 -0.2967
0.2391 -0.3769 0.2544
0.2886 0.2860 0.2734
0.1292 -0.2626 0.0259
-0.4384 2.3616 -0.5713
0.2008 -0.3858 -0.0626
-0.5861 -1.3337 1.9836
0.4334 -0.7789 -1.4590
0.6278 1.4112 -1.2054
-1.1428 0.0944 1.6019
0.1642 -0.4105 -0.1139
-0.0395 0.1774 0.0698
0.1853 -0.0820 0.1759
-0.2938 -0.7104 0.5216
-0.3179 -0.6860 -0.0461
0.4782 0.3462 -0.0919
-0.1286 0.1122 -1.0022
0.7800 0.1228 0.0450
-0.4134 0.6358 0.5141
0.9760 -0.4214 -0.6115
0.0263 -0.0371 0.5748
0.3794 -1.1068 -2.8375
-0.7216 1.3119 2.9268
0.8166 -0.1649 0.4965
-1.5404 0.4431 -1.2486
-0.3439 -0.5243 -0.1005
-0.0731 -0.0270 -0.1260
0.2743 -0.0185 0.1186
-0.3486 0.3592 0.1398
-0.2607 0.2711 -0.4689
0.8892 -0.0831 0.3990
0.0013 -0.2296 0.1446
0.2696 -0.4288 0.0962
2.0716 -0.3148 -0.9727
-1.4887 0.9706 0.1619
1.4859 -1.1896 -1.4587
0.9998 0.7481 -0.7958
-0.4249 -2.2349 1.2768
0.1209 0.8258 0.8777
-1.6228 0.0882 -1.6623
-0.4305 0.5547 -0.2128
-0.3892 -0.3907 0.0027
-0.4048 0.3799 0.5896
0.7889 -0.3307 0.0025
-0.3081 0.1281 -0.1005
0.0127 0.2160 1.3746
-0.2162 0.1566 0.8550
-0.1841 0.5700 -0.2155
0.2105 -0.2102 -0.3677
-1.0683 0.0162 -0.2275
0.4078 -0.1569 -0.3653
-1.0004 -0.3542 -3.7019
1.6321 -0.2473 4.0732
-0.3877 0.4095 0.2504
0.1665 0.0885 -0.3288
0.2928 -0.0732 0.5195
0.5036 -0.3614 -0.2957
-0.3945 0.3373 0.2654
0.3586 0.1803 -0.3391
0.4457 0.1382 0.2209
-0.3465 -0.0377 -0.1671
-0.5241 0.1718 -0.1171
-0.3307 0.2255 0.6488
-1.3490 0.5763 -0.1060
0.9851 -0.1043 -0.5372
-0.9232 0.5333 0.0288
1.5845 -1.1251 -0.1196
-0.8112 -0.0214 -0.2902
-1.2525 -0.7199 0.8829
0.9408 2.1338 -1.0850
-0.3003 0.2722 0.1389
0.8024 -0.0628 0.4033
0.3774 -0.4784 0.2340
0.0302 0.0637 0.0427
-0.0443 0.2135 0.0445
0.2396 0.4620 0.1196
-0.0006 -1.0434 0.2120
-0.4829 -0.6829 -0.0599
-0.8230 0.7011 -2.0324
-0.6144 -1.2908 1.1717
0.6114 0.8015 0.4133
-1.4881 -2.5408 0.8122
0.4709 1.4491 -1.5171
0.9958 1.0240 0.4967
-0.3013 1.1007 0.3799
0.3055 -0.4726 0.0446
0.2498 -0.0411 0.3793
0.1984 0.3763 0.2461
0.0627 0.0727 -0.3087
0.0947 -0.3693 0.2950
0.2768 -0.2490 0.0590
-0.0752 -0.0931 -0.4383
-0.0715 -0.4294 0.0026

=====

Record 2
Entry from the OMol25 dataset: a structure of composition C40H20BrIN11Rh (ωB97M-V with the def2-TZVPD basis set).

Properties
Expectation value of S² ... 6.050
HOMO energy (spin up / spin down) ... -6.470 / -8.144 eV
LUMO energy (spin up / spin down) ... -1.50 / -2.97 eV
2S+1 ... 5
Kohn-Sham gap (spin up / spin down) ... 5.0 / 5.2 eV

Each line ends with the Mulliken charge.
Cartesian coordinates (Å):
Rh -0.143 -0.392 -0.112  1.4624
C -6.636 0.370 -0.762  -0.6873
C -6.648 0.191 0.620  -0.6630
C -5.475 -0.050 1.326  -0.1014
C -4.300 -0.106 0.602  0.0245
C -2.913 -0.326 1.028  -0.2709
N -2.564 -0.524 2.254  -0.4581
C -1.283 -0.715 2.653  -0.4599
C -0.891 -0.977 4.012  0.2261
C -1.614 -1.076 5.194  -0.1353
C -0.911 -1.351 6.354  -0.6996
C 0.480 -1.524 6.340  -0.6542
C 1.204 -1.427 5.165  -0.3331
C 0.503 -1.150 3.998  0.2435
C 0.915 -0.987 2.629  -0.5931
N 2.195 -1.124 2.204  -0.3166
C 2.546 -1.074 0.960  -0.2856
N 1.759 -0.907 -0.161  0.3568
C 2.559 -0.864 -1.293  -0.3169
N 2.212 -0.659 -2.518  -0.5495
C 0.939 -0.417 -2.914  -0.3833
N -0.147 -0.262 -2.113  0.5264
C -1.249 -0.077 -2.880  -0.3800
N -2.532 0.048 -2.459  -0.5329
C -2.893 -0.044 -1.221  -0.3515
N -2.112 -0.271 -0.101  0.2255
C -4.289 0.072 -0.777  0.1974
C -5.450 0.314 -1.485  -0.0536
C -0.860 -0.075 -4.266  0.1823
C -1.579 0.083 -5.445  -0.1215
C -0.878 0.025 -6.636  -0.6895
C 0.508 -0.190 -6.656  -0.6970
C 1.227 -0.353 -5.486  -0.1012
C 0.528 -0.293 -4.286  0.0528
C 3.948 -1.080 -0.867  0.1519
C 5.122 -1.149 -1.591  -0.0871
C 6.298 -1.357 -0.879  -0.6810
C 6.291 -1.484 0.509  -0.6898
C 5.105 -1.410 1.232  -0.1878
C 3.941 -1.209 0.517  0.0906
N -0.177 -0.718 1.868  0.6404
H -7.568 0.560 -1.278  0.3963
H -7.589 0.245 1.152  0.4127
H -5.471 -0.187 2.399  0.5766
H -2.687 -0.941 5.198  0.5629
H -1.441 -1.433 7.294  0.4047
H 0.993 -1.733 7.269  0.4128
H 2.278 -1.553 5.148  0.5727
H -5.427 0.455 -2.557  0.5796
H -2.647 0.249 -5.422  0.5707
H -1.404 0.149 -7.574  0.4042
H 1.020 -0.227 -7.608  0.4005
H 2.296 -0.519 -5.494  0.5611
H 5.117 -1.042 -2.667  0.5790
H 7.239 -1.417 -1.409  0.4156
H 7.226 -1.639 1.031  0.4271
H 5.087 -1.497 2.310  0.5934
N 1.044 5.556 2.063  -0.5190
C 0.744 4.886 1.170  0.4356
N 0.384 4.193 0.091  -0.6836
C 0.321 2.922 0.176  0.7791
N 0.244 1.753 0.162  -0.8231
Br -0.382 -6.734 -1.873  -0.1912
C 0.660 -6.105 -0.429  -0.0547
C 1.622 -6.954 0.102  -0.3971
C 2.413 -6.534 1.158  -0.6573
C 2.244 -5.266 1.693  -0.5485
C 1.283 -4.419 1.168  0.1489
C 0.491 -4.832 0.105  -0.2498
I -0.915 -3.481 -0.649  0.4355
H 1.743 -7.941 -0.321  0.3923
H 3.161 -7.203 1.562  0.3710
H 2.854 -4.929 2.520  0.4671
H 1.143 -3.433 1.590  0.3251

Cartesian forces, eV/Å:
0.1239 0.8788 0.1866
0.0043 0.0026 -0.0166
-0.0204 0.0020 0.0214
0.0359 -0.0140 0.0040
-0.1616 0.0403 -0.0748
0.2651 0.0178 -0.0451
-0.1166 0.0326 0.1217
-0.0390 0.0290 -0.2557
0.0804 -0.0578 0.1496
-0.0345 0.0054 -0.0578
0.0236 -0.0015 0.0233
-0.0223 -0.0023 0.0094
0.0313 0.0053 -0.0403
-0.1339 -0.0002 0.0715
0.1003 -0.0312 -0.1774
0.0594 0.0330 0.0241
-0.1120 -0.0451 0.0795
0.2452 -0.1037 -0.0036
-0.2760 0.0335 0.0443
0.0969 0.0012 -0.1394
0.0852 -0.0425 0.2649
-0.0088 0.0433 -0.2549
-0.1318 -0.0087 0.1063
-0.0599 0.0299 0.0142
0.1394 0.0277 -0.0460
-0.2423 -0.1814 -0.0861
-0.0540 0.0090 0.0870
0.0027 -0.0066 0.0040
0.1516 -0.0359 -0.0599
-0.0436 0.0071 0.0328
0.0307 -0.0064 -0.0069
-0.0275 0.0075 -0.0180
0.0409 -0.0123 0.0467
-0.1246 0.0310 -0.1321
0.1759 -0.0320 0.0908
-0.0483 -0.0019 -0.0183
0.0293 -0.0017 -0.0016
-0.0131 -0.0003 0.0014
0.0043 0.0029 0.0004
0.0583 0.0153 -0.1025
0.0596 -0.0085 0.2887
-0.0021 -0.0011 0.0006
-0.0015 0.0003 -0.0021
-0.0007 0.0007 0.0015
0.0004 0.0015 0.0062
-0.0046 0.0014 -0.0014
0.0061 0.0001 -0.0008
0.0026 -0.0001 0.0025
0.0041 -0.0003 -0.0032
-0.0011 0.0018 -0.0027
-0.0069 0.0009 0.0028
0.0056 -0.0026 0.0032
-0.0015 0.0002 -0.0072
0.0009 0.0006 -0.0013
0.0003 0.0014 -0.0002
0.0026 -0.0012 -0.0006
-0.0077 -0.0006 0.0037
0.0195 0.0066 -0.0072
-0.0951 0.0402 -0.0793
0.0986 -0.1876 0.1854
-0.0007 0.1768 -0.0629
-0.1170 -0.5296 -0.1290
0.0185 -0.0016 0.0165
-0.0125 0.0605 -0.0035
0.0044 -0.0024 -0.0087
0.0017 -0.0102 0.0023
0.0032 0.0100 -0.0009
-0.0251 0.0475 0.0359
-0.0252 0.0114 -0.0915
-0.0551 -0.2574 0.0103
0.0067 -0.0027 0.0059
0.0012 -0.0020 -0.0004
0.0046 -0.0011 0.0009
0.0018 -0.0228 -0.0097

=====

Record 3
Entry from the OMol25 dataset: the molecule C4H8O2 (ωB97M-V with the def2-TZVPD basis set).

Properties
HOMO energy ... -10.742 eV
LUMO energy ... 0.99 eV
SMILES ... CCCOC=O
Kohn-Sham gap ... 11.7 eV

Each line ends with the Mulliken charge.
Cartesian coordinates (Å):
C -1.377 0.458 -0.669  -0.9449
C -0.931 0.212 0.785  -0.3374
C 0.384 -0.537 0.913  -0.5961
O 1.474 0.257 0.398  -0.2946
C 1.998 -0.099 -0.778  0.1629
O 1.641 -1.009 -1.481  -0.4883
H -2.388 0.081 -0.845  0.2999
H -1.380 1.524 -0.914  0.2512
H -0.716 -0.043 -1.383  0.2687
H -1.683 -0.377 1.323  0.3051
H -0.842 1.161 1.327  0.2913
H 0.632 -0.716 1.963  0.3156
H 0.360 -1.489 0.377  0.4027
H 2.830 0.579 -1.015  0.3638

Cartesian forces, eV/Å:
-0.0252 0.0155 -0.0777
0.0034 0.0044 0.0754
-0.1737 -0.1467 0.0985
0.0608 0.0111 -0.1307
-0.0395 -0.2447 -0.2712
0.1656 0.3826 0.3368
0.1390 0.0743 0.0326
0.0225 -0.1570 0.0260
-0.1088 0.0527 0.1173
0.1088 0.0653 -0.0746
-0.0166 -0.1311 -0.0624
-0.0347 0.0209 -0.1469
-0.0218 0.1223 0.0764
-0.0800 -0.0696 0.0004

=====

Relative energy (zero: lowest compared OMol25 entry of this formula, charge and spin) list, top to bottom, in eV: 1.9472; 0.2626; 0.6799
M list, top to bottom, in g/mol: 1116.109; 964.391; 88.106
E list, top to bottom, in a.u.: -5337.94709; -5120.93645; -307.68744